Density functional theory data (ωB97M-V with the def2-TZVPD basis set) for a structure of composition C22H35NO2P2S2V at a distorted geometry.

XYZ file:
```
65
Properties=species:S:1:pos:R:3:forces:R:3:mulliken_spin:R:1
P 0.674728 4.017021 -0.895168 -1.4561 0.1359 -0.9843 -0.054
P -0.640529 3.167813 -4.375888 -0.2626 -2.8242 -0.6511 0.011
C 0.747482 4.868178 -2.633133 0.6138 -0.0974 0.1615 0.047
C -0.410264 4.766260 -3.631635 0.0216 0.7506 0.1496 -0.019
H 1.674796 4.527001 -3.116838 -0.1560 0.1759 0.0160 0.007
H 0.869000 5.937851 -2.389132 0.0994 -0.3759 -0.2547 0.008
H -1.355851 5.156817 -3.221082 0.2449 -0.4216 -0.0295 0.001
H -0.165365 5.423597 -4.485728 -0.1389 -0.1010 0.1978 0.002
C 0.327764 3.006313 -5.915990 -0.0614 0.4846 -0.2853 -0.001
H 0.441846 1.933118 -6.177348 -0.1537 0.6500 0.2558 0.000
H 1.333057 3.461126 -5.799731 -0.5784 -0.2669 -0.0663 0.001
H -0.230681 3.523843 -6.723646 0.5146 -0.2620 0.3141 -0.001
C -2.378688 2.867516 -4.861384 -0.4904 0.4813 -0.6286 -0.002
H -2.455578 2.841587 -5.972162 0.0508 0.0929 0.7066 0.000
H -2.989676 3.710353 -4.478949 0.1770 -0.5538 -0.2885 -0.001
H -2.779925 1.909271 -4.467673 0.4208 0.9063 -0.1781 0.002
C 2.298219 4.924401 -0.491397 0.2819 1.3019 -0.9740 -0.139
H 2.907543 4.573316 0.396430 0.7587 1.1832 -0.6114 0.102
H 2.029413 5.986213 -0.388082 0.6299 -0.2027 0.3524 0.010
H 2.922660 4.815986 -1.389407 0.1124 0.0220 0.5306 -0.005
C -0.547942 5.299704 -0.259859 0.0163 -0.1906 -0.1801 0.050
H -1.481940 5.184640 -0.830737 0.2190 0.1450 0.2981 0.005
H -0.160210 6.315603 -0.438851 -0.0894 -0.2921 0.0739 0.013
H -0.768995 5.166322 0.807185 0.0819 -0.0178 -0.4137 -0.032
V 1.806363 3.348122 1.018654 -1.9051 -1.4932 1.0193 3.418
C -2.984331 0.214295 -1.496596 -0.3438 -0.1420 1.2141 -0.008
C -2.196937 -0.544418 -2.283709 -0.8668 -0.4071 -0.2677 0.007
C -1.488139 -0.290306 -3.596778 1.3746 -0.2914 -0.0023 -0.003
C -0.065123 0.296820 -3.609513 -0.4226 0.5039 -0.6890 -0.034
C -0.079129 1.818534 -3.316135 0.7747 0.1090 1.1113 0.021
C -0.711445 2.039177 -1.991795 2.3735 1.1320 1.3506 -0.439
C -2.058672 2.508162 -1.666130 -0.9230 0.4169 0.5175 0.044
C -2.674996 1.459941 -0.722288 -0.7559 1.4691 -1.1906 -0.030
C 0.151260 2.958098 2.284309 0.6691 -0.1603 -0.3775 -0.094
H -3.934788 -0.205164 -1.140340 0.9120 -0.9270 0.6569 0.001
H -2.238716 -1.608828 -2.022552 -0.8712 0.0914 -0.8303 -0.003
H -2.109057 0.308463 -4.283406 0.1094 -0.6303 0.3222 0.001
H -1.365100 -1.303286 -4.014727 -0.3183 0.4338 -0.2118 0.002
H 0.503697 -0.200640 -2.796984 -0.0183 0.5436 -0.4954 0.000
H 0.436318 0.135915 -4.581017 -0.1084 -0.3656 0.2597 0.004
H 1.013695 2.066379 -3.252165 -0.2812 0.2284 0.0331 0.007
H -0.309951 1.323293 -1.261719 -0.1714 0.4227 -0.3105 0.120
H -2.657887 2.643524 -2.579953 -0.2856 -0.0579 0.5561 0.001
H -2.073984 3.491657 -1.152066 -0.1966 -0.3834 -0.2067 -0.025
H -1.926854 1.198157 0.062498 -0.5878 0.2081 -0.6156 0.005
H -3.568093 1.867475 -0.207924 0.2754 -0.2992 -0.3244 0.002
H -0.341910 1.988777 2.051732 0.1517 0.7300 0.3958 0.021
H -0.562492 3.794130 2.345889 0.0969 -0.4026 0.3973 0.003
H 0.787815 2.859991 3.198714 -0.7350 0.0252 -0.0262 -0.007
O -1.995066 -2.100245 0.262312 0.3368 0.4311 0.6013 0.001
S -1.183674 -1.361068 1.204152 0.6623 0.0443 -0.7013 0.002
O -1.778126 -0.863020 2.414133 -0.1246 -0.0367 -0.3399 0.002
N -0.314266 -0.127467 0.470909 0.8511 0.1678 0.9198 0.024
C 0.991570 -0.215418 0.715721 -1.9998 0.8418 -0.9029 0.044
S 2.048964 1.138388 0.474475 0.8572 -2.1546 -0.3411 -0.095
C 1.390073 -1.560202 1.175288 0.5443 -1.3438 0.9726 0.005
C 2.645980 -2.166608 1.369388 -0.5955 0.4196 0.0368 -0.004
C 2.721800 -3.381920 2.059936 -0.1752 -0.0463 0.0022 -0.001
C 1.571520 -4.038730 2.524089 -0.1326 0.5103 -0.3299 0.001
C 0.314252 -3.481735 2.254047 0.2877 -0.1603 -0.0320 0.000
C 0.258771 -2.274478 1.579808 0.6544 -0.5372 0.4442 0.001
H 3.529627 -1.666210 0.986632 0.0033 -0.0447 0.2357 -0.001
H 3.695875 -3.822516 2.272515 -0.2044 0.1244 -0.1750 0.000
H 1.646741 -4.971183 3.083354 0.0340 0.2529 -0.1789 0.000
H -0.607550 -3.968603 2.564893 0.1985 0.0532 -0.0084 0.000
```
Positions in Å, forces in eV/Å.

The lowest unoccupied orbital energy (alpha / beta) comes out at -0.0006 / 0.0001 Eh. As for the total charge: 0. As for the spin multiplicity: 4. As for the energy: -94892.7946 eV. As for the frontier orbital gap (alpha / beta): 5.10 / 5.63 eV.


Density functional theory data (ωB97M-V with the def2-TZVPD basis set) for an isolated molecule of CH2N2OS at a distorted geometry.

XYZ file:
```
7
Properties=species:S:1:pos:R:3:forces:R:3:mulliken_spin:R:1
C 0.523155 0.147626 -0.041673 0.7285 0.6384 -0.2395 0.015
N 0.443590 0.042132 -1.473016 -0.9811 -1.1006 0.9476 0.898
N -0.592916 -0.029833 0.686435 1.5898 1.3427 3.1997 0.008
O -0.447502 -0.588599 -2.038638 0.7817 0.8083 0.4696 0.823
S 1.932308 0.596942 0.714687 -0.2660 -0.1071 -0.7718 0.251
H -1.446300 -0.430995 0.423896 -1.0687 -0.5039 -0.7076 0.000
H -0.412335 0.262727 1.728309 -0.7843 -1.0779 -2.8981 0.004
```
Positions in Å, forces in eV/Å.

The lowest unoccupied orbital energy (alpha / beta) comes out at 0.0269 / -0.0728 Eh. As for the total charge: 0. As for the spin multiplicity: 3. As for the energy: -16928.8594 eV. As for the frontier orbital gap (alpha / beta): 9.80 / 7.12 eV.


Which energy relative to the best compared isomer or geometry (same formula, charge and spin) belongs to each record? In order, 74.3, 25.6 kcal/mol.